1.
DFT (ωB97M-V with the def2-TZVPD basis set) results for a 2-piece molecular cluster, CH2FNO3S overall in a non-equilibrium geometry.

Its HOMO energy is -11.37 eV. The calculation puts the orbital gap at 11.89 eV. Its energy above the lowest of the compared OMol25 structures with the same formula, charge and spin is 3.2 kcal/mol. For the LUMO energy, the calculation gives 0.5 eV. Its total energy is -22254.2013 eV.

Each line ends with the natural charge from an NBO analysis.
Geometry (Å):
C: 0.588345 1.583899 0.273590  0.862
N: 0.500401 1.695158 1.461239  -0.746
O: 0.897986 1.376479 -0.822993  -0.535
O: -1.172452 -0.792003 -1.158362  -0.875
O: 0.473626 -1.223904 0.537820  -0.918
F: 0.032957 -2.864957 -1.157716  -0.526
S: 0.390955 -1.256948 -0.896040  1.813
H: -0.159586 2.219181 2.034629  0.429
H: -1.552232 -0.736905 -0.272166  0.497

Forces on atoms 1 to 6 (eV/Å):
0.6334 0.2694 0.6554
-0.8677 0.5890 1.1227
-0.1038 0.0310 -1.1194
1.3473 0.0940 -0.5931
0.8121 0.2898 0.0350
0.5987 1.0260 -0.2121



2.
DFT (ωB97M-V with the def2-TZVPD basis set) results for a 2-piece molecular cluster, CH2FO4S overall in a non-equilibrium geometry.

Its HOMO energy is -3.94 eV. Its net charge is -1. The calculation puts the orbital gap at 7.93 eV. Its energy above the lowest of the compared OMol25 structures with the same formula, charge and spin is 72.3 kcal/mol. For the LUMO energy, the calculation gives 4.0 eV. Its total energy is -22811.0599 eV.

Each line ends with the natural charge from an NBO analysis.
Geometry (Å):
C: 0.346614 -0.160883 -1.860731  0.620
O: -0.260279 -2.579335 -0.502052  -0.955
O: 1.142413 -0.814823 0.542473  -0.942
O: 1.953996 -2.278154 -1.226987  -0.978
O: -0.216523 -0.284821 -2.873920  -0.611
F: 1.242346 0.764560 -1.505002  -0.365
S: 0.785987 -1.642500 -0.749416  2.246
H: -0.612602 0.512908 -0.321702  -0.494
H: 0.338115 -0.231441 0.486988  0.478

Forces on atoms 1 to 6 (eV/Å):
-0.5341 -1.2126 4.0391
-1.3648 0.3640 0.1303
0.4030 -1.2950 -0.1753
2.2913 -0.1878 -0.9005
-0.6430 0.3127 -2.0577
1.1099 0.9314 -1.1881



3.
DFT (ωB97M-V with the def2-TZVPD basis set) results for CH2FPS as an isolated structure in a non-equilibrium geometry.

Its HOMO energy is -9.04 eV. The calculation puts the orbital gap at 7.83 eV. Its energy above the lowest of the compared OMol25 structures with the same formula, charge and spin is 38.7 kcal/mol. For the LUMO energy, the calculation gives -1.2 eV. Its total energy is -23909.0616 eV.

Each line ends with the natural charge from an NBO analysis.
Geometry (Å):
C: 0.927081 0.792878 0.523653  -0.753
F: -1.584674 0.540583 0.601714  -0.584
P: -0.482531 1.398655 -0.374773  0.989
S: 2.388779 0.331108 0.100571  0.157
H: 0.777740 0.785244 1.664351  0.232
H: -0.215352 0.167463 -1.675821  -0.041

Cartesian forces, eV/Å:
0.4417 -0.2045 2.8413
1.1677 1.1661 -1.4072
-1.1760 -3.4425 -1.4948
0.5764 -0.0507 -0.7531
-0.3230 0.2028 -1.5755
-0.6869 2.3288 2.3894



4.
DFT (ωB97M-V with the def2-TZVPD basis set) results for a single CH2FPSi molecule in a non-equilibrium geometry.

Its HOMO energy is -8.62 eV. The calculation puts the orbital gap at 8.02 eV. Its energy above the lowest of the compared OMol25 structures with the same formula, charge and spin is 23.5 kcal/mol. For the LUMO energy, the calculation gives -0.6 eV. Its total energy is -20949.9284 eV. The SMILES is FC1=P[SiH2]1.

Each line ends with the natural charge from an NBO analysis.
Geometry (Å):
C: -0.962731 0.263051 0.073213  -0.497
F: -1.709499 1.327802 0.055161  -0.341
Si: 0.791491 -0.100634 0.054147  0.870
P: -1.572010 -1.331028 -0.048272  0.280
H: 1.554351 -0.235172 -1.190374  -0.166
H: 1.898398 0.075981 1.056125  -0.147

Cartesian forces, eV/Å:
-0.7360 -2.3452 -0.2997
-0.7867 2.0076 0.1266
-0.3178 -1.4099 -0.1786
2.9993 1.7885 0.4537
-0.2778 0.0586 -0.3394
-0.8811 -0.0997 0.2375



5.
DFT (ωB97M-V with the def2-TZVPD basis set) results for a single CH2INO molecule in a non-equilibrium geometry.

Its HOMO energy (alpha / beta) is -7.85 / -7.86 eV. The calculation puts the orbital gap (alpha / beta) at 7.08 / 7.07 eV. Its energy above the lowest of the compared OMol25 structures with the same formula, charge and spin is 140.2 kcal/mol. For the LUMO energy (alpha / beta), the calculation gives -0.8 / -0.8 eV. Its total energy is -12702.0096 eV.

Each line ends with the natural charge from an NBO analysis.
Geometry (Å):
C: 0.771097 -0.567092 0.072299  -0.842
N: -0.933400 1.348393 0.533028  0.219
O: -0.971744 2.083821 -0.336490  -0.181
I: -1.229780 -0.944801 0.007818  0.412
H: 1.342848 -1.224532 0.727430  0.201
H: 1.020980 -0.695791 -1.004083  0.191

Cartesian forces, eV/Å:
-0.0541 0.1054 -1.1153
1.0136 0.9156 -0.7864
-0.2400 -0.3823 0.7714
-0.8092 -1.2322 0.1567
-0.3258 0.1641 0.0968
0.4155 0.4294 0.8768



6.
DFT (ωB97M-V with the def2-TZVPD basis set) results for CH2INO3S as an isolated structure in a non-equilibrium geometry.

Its HOMO energy (alpha / beta) is -10.22 / -10.22 eV. The calculation puts the orbital gap (alpha / beta) at 8.06 / 8.06 eV. Its energy above the lowest of the compared OMol25 structures with the same formula, charge and spin is 29.5 kcal/mol. For the LUMO energy (alpha / beta), the calculation gives -2.2 / -2.2 eV. Its total energy is -27634.4252 eV.

Each line ends with the natural charge from an NBO analysis.
Geometry (Å):
C: -0.844565 -0.709165 -0.075684  -0.453
N: -0.087251 0.244207 -0.760937  0.091
O: -0.625046 1.078846 -1.448257  -0.200
O: 2.723468 0.759353 -0.321489  -0.864
O: 1.405716 0.249173 1.665656  -0.895
S: 1.595054 1.085071 0.501900  1.674
I: -2.949437 -0.199147 0.122762  0.092
H: -0.421606 -0.847487 0.921588  0.281
H: -0.796336 -1.660847 -0.605537  0.274

Forces on atoms 1 to 6 (eV/Å):
-1.9228 -0.9920 0.8810
-0.4411 1.7780 -1.6280
0.5823 -1.2148 0.7058
-0.0872 0.2405 0.0137
-0.2266 0.2431 -0.2596
1.5188 0.0582 0.6731



7.
DFT (ωB97M-V with the def2-TZVPD basis set) results for a single CH2IP molecule in a non-equilibrium geometry.

Its HOMO energy (alpha / beta) is -7.90 / -7.45 eV. The calculation puts the orbital gap (alpha / beta) at 6.22 / 6.49 eV. Its energy above the lowest of the compared OMol25 structures with the same formula, charge and spin is 120.7 kcal/mol. For the LUMO energy (alpha / beta), the calculation gives -1.7 / -1.0 eV. Its total energy is -18452.7064 eV.

Each line ends with the natural charge from an NBO analysis.
Geometry (Å):
C: -1.037065 0.420671 0.265796  -0.498
P: 2.908683 -1.247654 0.016010  -0.240
I: 1.122881 0.451591 -0.082890  0.402
H: -1.749596 0.931707 -0.496745  0.197
H: -1.244902 -0.556315 0.297830  0.138

Cartesian forces, eV/Å:
0.5264 3.0229 -2.2917
-0.8341 0.1513 0.1162
-0.1942 0.8299 -0.1201
1.6441 -0.2357 1.4609
-1.1422 -3.7684 0.8347



8.
DFT (ωB97M-V with the def2-TZVPD basis set) results for a single CH2N2 molecule in a non-equilibrium geometry.

Its HOMO energy is -10.42 eV. The calculation puts the orbital gap at 10.98 eV. Its energy above the lowest of the compared OMol25 structures with the same formula, charge and spin is 3.0 kcal/mol. For the LUMO energy, the calculation gives 0.6 eV. Its total energy is -4048.8866 eV. The SMILES is N#CN.

Each line ends with the natural charge from an NBO analysis.
Geometry (Å):
C: 1.621944 0.022614 0.084477  0.408
N: 2.758466 -0.017369 -0.048244  -0.370
N: 0.300279 0.004407 0.121633  -0.845
H: -0.098052 -0.797919 0.548864  0.399
H: -0.270190 0.747117 0.498326  0.409

Cartesian forces, eV/Å:
-0.0143 0.3393 0.0284
0.8670 0.0336 0.0073
-1.7279 0.0291 0.1781
0.0536 -1.2326 0.0476
0.8216 0.8307 -0.2614